Entry 1:
DFT (ωB97M-V/def2-TZVPD) results for 10 unconnected molecules or ions with the total composition C56H106N3O9S2 at a distorted geometry.

Last column: Mulliken charge in e.
Cartesian coordinates (Å):
C  2.495  4.622  4.022  -1.16
C  3.208  4.540  2.654  0.55
C  3.919  3.206  2.454  -0.01
C  4.951  3.158  1.327  -1.53
N  4.499  3.742  0.026  0.70
C  4.488  2.696  -1.021  -1.94
C  3.328  1.721  -0.834  0.70
C  1.999  2.227  -1.387  -1.35
C  0.808  1.294  -1.183  -2.10
C  0.294  1.195  0.262  2.40
C  0.357  2.548  0.968  -0.88
C  1.102  0.120  1.041  -0.76
C  0.104  -1.024  1.288  -0.40
C  -1.142  -0.224  1.571  1.37
C  -2.441  -0.905  1.944  -0.92
C  -2.320  -1.684  3.263  -0.98
C  -2.885  -0.890  4.461  -1.74
C  -2.378  0.529  4.477  0.56
C  -1.097  0.803  4.949  -0.22
C  -0.597  2.102  4.899  -0.42
C  -1.377  3.119  4.382  -0.66
C  -2.670  2.867  3.945  -1.00
C  -3.161  1.571  3.999  -0.28
N  -1.164  0.699  0.370  0.71
C  -1.817  0.070  -0.825  -0.73
C  -3.273  0.495  -0.945  -0.70
C  -3.458  1.975  -1.311  -0.56
N  -4.661  2.490  -0.657  -0.58
C  5.395  4.809  -0.343  0.00
S  6.839  4.547  -1.016  -0.16
S  4.895  6.469  0.073  -0.18
C  3.640  6.810  -1.199  -0.91
C  2.439  5.873  -1.268  1.56
C  1.174  6.625  -1.683  -1.73
H  2.699  3.731  4.617  0.31
H  1.414  4.700  3.917  0.13
H  2.843  5.481  4.591  0.34
H  2.489  4.724  1.858  -0.58
H  3.956  5.331  2.610  0.56
H  4.422  2.952  3.390  0.64
H  3.176  2.417  2.291  -0.28
H  5.174  2.105  1.149  0.31
H  5.860  3.657  1.662  0.71
H  4.475  3.147  -2.013  0.82
H  5.420  2.121  -0.967  0.54
H  3.262  1.476  0.228  -0.10
H  3.574  0.782  -1.338  0.06
H  1.797  3.233  -1.035  -0.15
H  2.127  2.322  -2.470  0.62
H  1.093  0.293  -1.521  0.17
H  0.013  1.626  -1.854  0.85
H  -0.246  2.558  1.878  -0.08
H  1.386  2.744  1.260  -0.49
H  0.067  3.358  0.296  0.33
H  1.351  0.527  2.023  0.06
H  1.983  -0.231  0.517  1.00
H  0.463  -1.644  2.101  0.76
H  0.047  -1.565  0.342  -1.03
H  -0.876  0.429  2.407  -0.85
H  -3.244  -0.171  2.032  -0.07
H  -2.750  -1.598  1.155  0.67
H  -1.282  -1.930  3.490  0.31
H  -2.860  -2.626  3.182  0.45
H  -2.574  -1.385  5.383  0.55
H  -3.975  -0.918  4.447  0.34
H  -0.492  -0.005  5.343  0.47
H  0.400  2.321  5.256  0.47
H  -0.980  4.124  4.325  0.49
H  -3.318  3.648  3.572  0.61
H  -4.175  1.354  3.682  0.67
H  -1.773  1.478  0.623  0.80
H  -1.759  -1.013  -0.728  0.16
H  -1.292  0.327  -1.737  0.58
H  -3.823  0.307  -0.022  -0.05
H  -3.730  -0.131  -1.712  0.63
H  -2.566  2.552  -1.024  0.22
H  -3.627  2.079  -2.381  0.48
H  -4.536  2.603  0.340  0.13
H  -4.965  3.365  -1.059  0.26
H  4.164  6.839  -2.154  0.35
H  3.294  7.813  -0.947  0.48
H  2.307  5.394  -0.299  -0.75
H  2.647  5.078  -1.983  0.09
H  0.791  7.209  -0.847  0.39
H  0.389  5.948  -2.023  0.39
H  1.397  7.304  -2.508  0.45
C  0.515  -4.085  -1.290  -0.67
C  1.850  -3.906  -0.611  0.74
O  2.241  -2.791  -0.326  -0.45
C  2.657  -5.137  -0.305  -1.23
H  0.076  -3.100  -1.451  -0.07
H  0.637  -4.581  -2.253  0.55
H  -0.151  -4.686  -0.674  0.25
H  2.873  -5.674  -1.230  0.33
H  2.090  -5.791  0.352  0.29
H  3.593  -4.851  0.171  0.33
C  7.599  -0.150  -2.716  -1.18
C  7.028  -1.393  -2.079  0.64
O  7.337  -2.500  -2.449  -0.53
C  6.043  -1.183  -0.952  -0.17
H  8.294  -0.422  -3.507  0.31
H  6.796  0.457  -3.138  0.29
H  8.123  0.443  -1.964  0.41
H  5.184  -0.612  -1.309  -0.35
H  6.517  -0.626  -0.141  0.36
H  5.701  -2.145  -0.578  0.30
C  -6.707  5.484  5.454  -1.16
C  -6.273  4.070  5.729  0.93
O  -5.926  3.318  4.844  -0.55
C  -6.288  3.623  7.171  -1.20
H  -6.657  5.687  4.388  0.25
H  -7.729  5.641  5.792  0.31
H  -6.057  6.181  5.986  0.45
H  -7.297  3.706  7.578  0.36
H  -5.627  4.255  7.765  0.33
H  -5.956  2.589  7.239  0.31
C  -1.699  -8.026  -0.847  -0.95
C  -0.361  -7.903  -0.168  0.76
O  0.088  -6.815  0.123  -0.47
C  0.390  -9.176  0.127  -1.20
H  -2.116  -7.035  -1.005  0.15
H  -1.586  -8.522  -1.812  0.33
H  -2.377  -8.616  -0.227  0.36
H  0.584  -9.717  -0.800  0.34
H  -0.205  -9.816  0.780  0.35
H  1.334  -8.945  0.614  0.30
C  7.068  -2.788  -5.820  -0.63
C  8.132  -2.755  -6.886  0.73
O  8.446  -1.732  -7.448  -0.57
C  8.790  -4.074  -7.217  -1.07
H  6.674  -1.784  -5.674  0.23
H  6.255  -3.454  -6.114  0.42
H  7.489  -3.143  -4.880  -0.04
H  8.042  -4.788  -7.564  0.31
H  9.271  -4.484  -6.327  0.28
H  9.536  -3.926  -7.994  0.33
C  -10.951  7.910  3.202  -1.20
C  -9.974  6.865  3.680  0.85
O  -9.013  7.152  4.355  -0.51
C  -10.256  5.437  3.272  -0.93
H  -10.641  8.889  3.558  0.31
H  -10.989  7.917  2.112  0.33
H  -11.950  7.688  3.579  0.33
H  -10.270  5.355  2.185  0.32
H  -11.230  5.125  3.652  0.33
H  -9.487  4.780  3.672  0.15
C  -2.261  -5.211  -5.370  -1.26
C  -2.643  -4.626  -4.033  0.80
O  -2.342  -5.167  -2.994  -0.48
C  -3.415  -3.329  -4.059  -0.87
H  -1.711  -6.137  -5.220  0.31
H  -3.156  -5.414  -5.959  0.37
H  -1.638  -4.506  -5.924  0.34
H  -4.357  -3.461  -4.592  0.40
H  -2.828  -2.562  -4.568  0.35
H  -3.630  -3.011  -3.041  0.03
C  -6.977  -1.311  -1.107  -0.97
C  -6.507  -2.735  -0.919  0.89
O  -6.313  -3.470  -1.857  -0.55
C  -6.293  -3.196  0.504  -0.78
H  -7.094  -1.103  -2.168  0.27
H  -7.933  -1.162  -0.603  0.40
H  -6.254  -0.614  -0.678  0.12
H  -7.224  -3.116  1.068  0.39
H  -5.543  -2.570  0.992  -0.05
H  -5.957  -4.230  0.506  0.31
C  7.184  -6.024  -3.297  -0.65
C  5.982  -6.488  -4.083  0.87
O  5.281  -5.714  -4.691  -0.55
C  5.696  -7.971  -4.071  -1.25
H  7.280  -4.944  -3.378  -0.08
H  7.070  -6.291  -2.245  0.37
H  8.088  -6.501  -3.681  0.32
H  5.530  -8.313  -3.048  0.34
H  6.545  -8.520  -4.482  0.35
H  4.811  -8.178  -4.669  0.32

Summary:
net charge	+1
E_HOMO	-10.0	eV
strongest force on any atom	1.1	eV/A
LUMO energy	-0.07575	hartree
multiplicity	1

Entry 2:
DFT (ωB97M-V/def2-TZVPD) results for 16 unconnected molecules or ions with the total composition C56H106O27S5 at a distorted geometry.

Last column: Mulliken charge in e.
Cartesian coordinates (Å):
C  -1.895  0.508  3.136  0.86
C  -3.379  0.969  3.417  0.28
C  -3.591  1.752  4.733  -0.44
O  -4.160  2.939  4.371  -0.37
C  -4.312  2.996  3.030  0.36
O  -4.866  3.914  2.373  -0.61
O  -3.756  1.934  2.460  0.06
H  -1.198  1.325  3.320  -0.46
H  -1.842  0.206  2.090  -0.60
H  -1.554  -0.289  3.798  -0.23
H  -4.040  0.106  3.338  0.36
H  -2.597  1.939  5.140  0.27
H  -4.214  1.186  5.424  0.33
C  6.303  0.409  5.210  -1.42
C  4.995  1.090  4.815  0.39
C  4.817  1.497  3.365  -0.64
O  3.437  1.174  3.119  0.30
C  3.082  0.293  4.104  0.02
O  2.110  -0.403  4.127  -0.29
O  3.993  0.214  5.022  -0.38
H  7.136  1.053  4.926  0.38
H  6.300  -0.549  4.691  0.32
H  6.451  0.225  6.274  0.34
H  4.876  1.991  5.416  0.28
H  5.446  0.964  2.653  0.32
H  4.995  2.566  3.245  0.36
C  0.667  -3.475  -2.543  -0.99
C  1.517  -2.792  -3.551  0.60
C  1.203  -3.030  -5.052  -0.54
O  1.489  -1.744  -5.505  -0.39
C  1.259  -0.854  -4.594  0.26
O  1.279  0.361  -4.718  -0.53
O  1.112  -1.482  -3.425  0.22
H  0.911  -3.292  -1.497  -0.15
H  0.745  -4.558  -2.636  0.64
H  -0.413  -3.368  -2.640  0.06
H  2.584  -2.995  -3.458  0.07
H  0.151  -3.286  -5.180  0.25
H  1.853  -3.792  -5.481  0.37
C  0.278  4.158  -4.930  -0.55
C  1.513  4.907  -4.408  0.91
O  2.476  4.305  -4.012  -0.48
C  1.501  6.407  -4.381  -1.29
H  -0.609  4.745  -4.695  0.01
H  0.272  3.161  -4.489  -0.05
H  0.497  4.210  -5.996  0.52
H  2.512  6.725  -4.126  0.32
H  0.826  6.747  -3.596  0.20
H  1.174  6.864  -5.315  0.43
C  3.103  5.313  -0.493  0.40
C  4.576  5.053  -0.282  0.65
O  4.909  4.224  0.510  -0.54
C  5.507  5.874  -1.071  -1.42
H  2.793  6.235  -0.001  0.56
H  2.544  4.454  -0.120  -0.65
H  2.856  5.445  -1.546  -0.14
H  5.029  6.093  -2.026  0.27
H  6.452  5.332  -1.026  0.36
H  5.655  6.865  -0.642  0.43
C  0.599  -4.023  7.541  -1.20
C  -0.027  -3.605  6.223  0.70
O  -0.047  -4.411  5.258  -0.54
C  -0.432  -2.122  5.961  -0.61
H  1.550  -4.467  7.249  0.30
H  -0.021  -4.846  7.896  0.37
H  0.696  -3.193  8.242  0.33
H  0.462  -1.516  5.812  0.15
H  -0.788  -1.709  6.905  0.48
H  -1.051  -2.034  5.068  -0.04
C  -4.022  0.751  -3.951  -0.59
C  -4.309  -0.431  -4.886  0.66
O  -5.414  -0.530  -5.323  -0.60
C  -3.152  -1.466  -5.212  -0.87
H  -3.171  0.547  -3.301  -0.22
H  -4.862  1.005  -3.305  0.35
H  -3.795  1.633  -4.549  0.57
H  -3.431  -1.998  -6.121  0.42
H  -2.990  -2.213  -4.435  -0.18
H  -2.216  -0.926  -5.356  0.51
C  5.598  0.131  -2.783  -0.78
C  6.127  1.515  -2.591  0.90
O  7.209  1.748  -2.061  -0.62
C  5.452  2.678  -3.244  -0.81
H  4.804  -0.127  -2.083  -0.05
H  6.390  -0.614  -2.701  0.39
H  5.138  0.029  -3.766  0.36
H  5.043  2.465  -4.231  0.39
H  6.092  3.542  -3.426  0.47
H  4.656  3.038  -2.592  -0.14
C  -5.989  -0.766  0.950  -1.03
C  -5.396  0.232  0.043  0.74
O  -5.771  1.392  -0.070  -0.63
C  -4.140  -0.219  -0.677  2.75
H  -6.965  -1.058  0.562  0.38
H  -6.253  -0.398  1.941  0.33
H  -5.330  -1.634  0.943  0.08
H  -4.375  -0.844  -1.538  -0.64
H  -3.445  -0.711  0.003  -0.24
H  -3.680  0.688  -1.068  -1.55
C  3.387  -3.445  3.553  -0.61
C  2.428  -4.089  2.584  0.23
O  2.630  -5.259  2.242  -0.69
C  1.299  -3.237  2.006  2.94
H  3.800  -2.600  3.002  -0.01
H  4.189  -4.140  3.798  0.39
H  2.802  -3.262  4.455  0.17
H  1.188  -3.378  0.931  -0.87
H  1.533  -2.183  2.159  -0.76
H  0.417  -3.469  2.602  -0.71
C  4.281  -3.909  -1.154  -0.53
C  5.099  -3.892  0.117  0.85
O  5.413  -2.904  0.765  -0.57
C  5.567  -5.310  0.500  -1.25
H  3.744  -4.848  -1.291  0.46
H  4.922  -3.824  -2.032  0.56
H  3.581  -3.073  -1.163  -0.49
H  6.557  -5.226  0.949  0.34
H  5.585  -5.919  -0.404  0.41
H  4.819  -5.809  1.116  0.27
C  2.434  1.355  -0.437  0.71
C  2.060  -0.036  -0.001  0.17
C  0.610  0.029  0.643  -0.19
S  -0.236  1.310  -0.380  0.63
O  -0.629  2.395  0.510  0.50
O  -1.277  0.717  -1.261  -0.14
C  1.264  1.822  -1.345  -0.40
H  3.450  1.266  -0.823  0.01
H  2.464  2.065  0.389  -0.63
H  2.789  -0.463  0.687  0.75
H  2.108  -0.754  -0.819  -0.51
H  0.681  0.420  1.658  -0.04
H  0.067  -0.914  0.709  -0.40
H  1.095  2.781  -1.834  0.35
H  1.198  1.210  -2.245  -0.37
C  1.355  3.817  2.857  1.59
C  0.691  3.436  4.155  -1.19
C  -0.721  4.085  4.204  -0.02
S  -0.456  5.803  3.471  1.06
O  -0.138  6.758  4.528  -0.75
O  -1.609  6.103  2.610  -0.54
C  1.019  5.266  2.482  -0.44
H  0.958  3.201  2.050  -1.49
H  2.435  3.702  2.947  0.53
H  1.272  3.877  4.964  0.57
H  0.808  2.353  4.202  0.17
H  -1.333  4.260  5.089  0.59
H  -1.171  3.550  3.368  -0.58
H  1.803  6.019  2.561  0.52
H  0.661  5.229  1.454  -0.25
C  -2.577  3.748  -2.290  0.56
C  -3.296  3.659  -0.929  0.92
C  -2.827  4.751  0.032  -0.04
S  -1.879  5.999  -0.988  0.91
O  -0.503  5.739  -0.681  -0.37
O  -2.480  7.332  -0.799  -0.77
C  -2.426  5.230  -2.631  -1.05
H  -3.195  3.190  -2.994  -0.05
H  -1.580  3.328  -2.151  -0.22
H  -3.108  2.718  -0.412  -1.20
H  -4.344  3.760  -1.214  0.58
H  -2.166  4.416  0.831  -0.81
H  -3.674  5.268  0.483  0.60
H  -1.851  5.535  -3.505  0.46
H  -3.389  5.720  -2.777  0.46
C  -5.945  -5.511  -4.606  -0.84
C  -5.431  -6.039  -3.274  -0.55
C  -5.934  -5.045  -2.199  -0.78
S  -5.850  -3.417  -2.929  1.15
O  -4.625  -2.772  -2.535  -0.45
O  -7.180  -2.830  -2.810  -0.84
C  -5.616  -3.974  -4.644  -0.59
H  -7.012  -5.733  -4.636  0.33
H  -5.538  -6.032  -5.472  0.40
H  -4.358  -6.216  -3.204  0.24
H  -5.862  -7.037  -3.199  0.42
H  -5.493  -5.106  -1.204  0.31
H  -6.978  -5.351  -2.121  0.44
H  -4.553  -3.910  -4.877  0.11
H  -6.121  -3.266  -5.301  0.55
C  -1.364  -5.917  -0.173  -0.28
C  -1.466  -6.172  1.321  -0.80
C  -2.173  -4.941  2.061  -0.45
S  -2.686  -3.782  0.689  1.04
O  -1.682  -2.765  0.476  0.05
O  -4.108  -3.467  0.876  -0.91
C  -2.493  -5.060  -0.648  -0.33
H  -1.201  -6.860  -0.694  0.59
H  -0.475  -5.337  -0.425  -0.26
H  -0.504  -6.267  1.825  0.44
H  -2.057  -7.083  1.424  0.29
H  -1.541  -4.340  2.715  -0.22
H  -3.091  -5.249  2.562  0.49
H  -2.365  -4.484  -1.565  0.12
H  -3.392  -5.666  -0.535  0.14

Summary:
E_HOMO	-8.6	eV
strongest force on any atom	5.2	eV/A
LUMO energy	-0.00676	hartree
multiplicity	1

Number 2 is which compound? C56H106O27S5

E_HOMO of number 1 (C56H106N3O9S2)? -10.0 eV